(1)
C4H2S | ωB97M-V with the def2-TZVPD basis set

Element x y z (Å)
S: -3.390 0.793 -0.125
H: 0.425 1.737 -0.076
C: -0.204 0.010 1.078
C: 0.389 0.430 2.104
H: 1.337 0.559 2.607
C: -1.810 0.949 -0.428
C: -0.459 0.900 -0.070

As for the energy above the lowest of the compared OMol25 structures with the same formula, charge and spin: 2.558 eV. As for the SMILES: C#CC=C=S. As for the total charge: 0. The value obtained for the HOMO energy is -8.36 eV. The value obtained for the LUMO energy is -0.900 eV. Its frontier orbital gap is 7.46 eV.

=====

(2)
C4H2S3 | ωB97M-V with the def2-TZVPD basis set

Element x y z (Å)
S: 3.092 1.851 -0.004
S: -2.074 1.806 -1.290
C: -1.110 -0.507 -0.057
H: 0.057 -1.977 0.844
C: -0.054 -0.929 0.676
C: 1.809 0.774 -0.025
C: -1.371 0.429 -1.011
H: -1.732 -1.253 -0.473
S: 1.384 -0.194 1.341

As for the energy above the lowest of the compared OMol25 structures with the same formula, charge and spin: 4.204 eV. As for the total charge: -2. The value obtained for the HOMO energy is 1.80 eV. The value obtained for the LUMO energy is 5.755 eV. Its frontier orbital gap is 3.96 eV.

=====

(3)
C4H30ClN8O15 | ωB97M-V with the def2-TZVPD basis set

Element x y z (Å)
H: 9.326 0.171 11.048
O: 13.529 3.531 7.409
H: 6.896 7.215 4.402
H: 7.001 2.977 4.327
O: 9.492 7.726 0.513
O: 11.321 9.108 4.816
O: 10.268 4.369 6.865
O: 9.812 5.472 10.153
O: 8.910 6.130 6.101
N: 5.567 4.114 3.096
C: 13.755 6.239 10.039
Cl: 10.172 5.510 5.973
C: 6.076 4.639 4.175
H: 14.455 7.640 11.158
H: 11.028 2.755 8.592
H: 13.440 4.151 8.133
O: 13.879 5.147 9.568
H: 13.225 8.063 9.655
N: 10.853 1.796 8.860
H: 8.028 7.513 7.268
N: 9.829 0.432 10.212
H: 6.769 7.315 8.086
O: 12.379 2.682 5.046
H: 6.105 3.372 2.671
N: 9.300 7.683 2.798
H: 9.168 4.766 10.105
N: 14.452 6.641 11.005
O: 8.521 1.240 6.802
O: 7.171 7.902 7.446
H: 11.672 2.101 4.762
H: 12.465 6.815 8.653
H: 6.842 8.555 3.700
H: 8.915 2.112 6.816
O: 11.114 6.457 6.632
O: 5.812 5.746 4.529
H: 11.734 9.257 3.966
C: 10.304 1.633 10.075
H: 11.854 8.426 5.225
H: 12.842 3.781 6.792
O: 6.775 8.150 4.565
N: 12.966 7.102 9.481
H: 9.177 8.685 2.838
H: 9.353 7.197 3.682
O: 9.999 2.512 10.805
N: 6.901 3.870 4.787
H: 9.772 5.418 2.658
H: 9.836 5.373 0.914
H: 11.088 1.013 8.267
N: 9.482 5.788 1.764
C: 9.435 7.084 1.629
H: 7.971 1.213 7.584
H: 12.243 3.487 4.546
H: 10.181 5.522 9.271
O: 10.351 5.352 4.549
H: 7.257 3.996 5.724
H: 4.921 4.655 2.539
H: 10.056 -0.217 9.472
H: 15.086 6.051 11.525

As for the total charge: -1. The value obtained for the HOMO energy is -6.93 eV. The value obtained for the LUMO energy is 2.260 eV. Its frontier orbital gap is 9.19 eV.

=====

(4)
C4H30N2O13 | ωB97M-V with the def2-TZVPD basis set

Element x y z (Å)
O: -0.640 2.326 -2.684
H: -4.035 -0.118 -0.005
H: -0.725 0.163 1.577
H: -1.857 0.568 -3.887
C: -0.778 -1.078 -0.685
H: 3.159 -0.066 -0.763
H: 3.620 -2.124 0.601
O: 1.064 -1.091 2.991
H: 3.422 -0.173 1.168
O: -1.413 -1.651 -1.553
O: 1.106 0.348 -3.261
O: 0.335 1.991 4.196
C: -0.002 -2.020 0.278
H: 0.662 -3.283 -1.223
H: 3.109 -2.084 2.039
H: 4.013 1.373 1.272
N: -0.691 0.309 -0.518
H: -0.102 3.138 -2.559
O: -2.333 -0.284 -3.945
H: 1.282 -0.215 -4.030
H: 1.313 -0.289 -2.559
O: -1.360 2.799 1.939
H: -1.428 0.847 -1.026
H: -0.665 -2.792 0.717
H: -2.769 0.137 1.037
O: 3.831 -1.740 1.464
O: -3.182 1.482 -1.973
O: 3.313 -0.905 -1.238
O: -1.760 -1.455 2.689
H: -2.426 -1.526 1.999
H: 3.549 -0.662 -2.121
H: 0.482 -1.229 0.893
H: -0.374 2.309 3.590
N: 1.041 -2.681 -0.491
H: 1.802 -2.120 -0.832
H: -1.237 2.766 -0.111
H: 0.693 0.961 0.781
H: -1.801 -0.818 -3.360
H: 0.927 2.761 4.113
H: 0.098 1.696 -2.727
O: -3.650 -0.163 0.867
H: 1.115 -0.130 3.138
H: -3.804 1.341 -2.686
H: -2.794 2.356 -2.245
H: 0.115 -1.416 3.102
O: 3.360 0.794 0.884
H: -2.159 -1.557 3.544
C: -1.068 2.283 0.839
C: -0.361 0.921 0.762

As for the energy above the lowest of the compared OMol25 structures with the same formula, charge and spin: 1.975 eV. Its expectation value of S² is 0.7531. As for the spin multiplicity: 2. As for the total charge: -1. The value obtained for the HOMO energy (alpha / beta) is -0.50 / -4.30 eV. The value obtained for the LUMO energy (alpha / beta) is 2.342 / 2.330 eV. Its frontier orbital gap (alpha / beta) is 2.85 / 6.63 eV.

=====

(5)
C4H31NO13 | ωB97M-V with the def2-TZVPD basis set

Element x y z (Å)
O: 2.129 -0.587 -2.830
H: -2.191 -0.427 0.578
H: -0.963 -0.483 -3.037
O: -0.976 -1.689 0.560
N: 2.272 -0.679 0.053
H: -0.771 -1.664 -3.920
H: 1.687 1.799 4.032
H: 1.880 1.975 -1.133
H: 2.333 -3.498 -2.203
H: 1.052 3.054 3.364
H: 0.523 1.457 1.069
H: -1.166 -2.713 -1.270
H: 3.342 2.477 2.381
O: -0.945 -3.003 -2.156
O: 3.158 2.077 1.580
H: 0.505 3.002 -1.068
H: -1.305 -2.478 1.105
O: -0.373 3.963 2.036
O: -3.257 2.335 -1.960
H: -2.736 3.153 0.709
H: 2.690 -0.200 -0.791
O: -1.273 -4.362 0.997
H: 2.556 0.166 -3.198
C: 0.290 1.029 0.033
H: -0.816 1.054 -0.147
O: -2.473 2.643 1.493
H: -2.496 1.778 1.222
C: 0.171 -1.111 1.035
H: 2.578 -0.237 0.904
H: 0.420 -0.785 -1.149
O: 1.558 -3.420 -1.623
H: -3.949 1.646 -1.764
H: -0.001 -3.490 -1.991
H: -3.306 2.572 -2.882
H: 0.440 1.616 -2.056
H: 2.495 1.488 1.637
O: -2.957 0.114 0.781
H: -1.139 3.454 2.155
H: -0.377 -4.472 1.368
H: 0.107 3.351 1.494
O: 1.865 2.701 3.683
H: 1.846 -2.612 -0.962
H: 1.124 -0.562 -3.201
H: -1.397 -4.699 0.109
H: -3.399 -0.231 1.507
C: 0.812 -0.407 -0.110
O: -0.347 -0.808 -3.831
O: 0.416 -1.177 2.214
C: 0.781 1.983 -1.089

As for the energy above the lowest of the compared OMol25 structures with the same formula, charge and spin: 3.938 eV. As for the SMILES: CC[C@@H](N)C(=O)O.O.O.O.O.O.O.O.O.O.O.O. As for the total charge: 0. The value obtained for the HOMO energy is -10.34 eV. The value obtained for the LUMO energy is 0.008 eV. Its frontier orbital gap is 10.35 eV.

=====

(6)
C4H32N2O11S | ωB97M-V with the def2-TZVPD basis set

Element x y z (Å)
O: 1.199 3.444 2.074
H: 1.401 -3.873 1.148
H: -2.638 0.466 -0.712
H: -1.185 -1.520 -0.158
H: -2.259 0.767 1.145
H: 3.684 2.048 0.120
H: 0.186 -0.901 4.197
O: -2.846 -3.291 0.102
O: 2.114 3.370 -2.339
H: 0.364 -0.583 -2.334
H: -0.212 -3.943 2.303
C: -0.704 -0.580 -0.451
C: -1.276 1.150 1.331
H: -2.548 -3.068 1.009
O: 2.712 -1.696 1.251
N: -0.373 0.140 0.808
H: -1.564 3.200 -1.443
H: 3.070 -1.410 2.094
H: -1.186 -3.245 3.137
H: 1.390 -0.358 -0.937
H: 2.026 2.639 -2.976
H: 0.059 -0.700 2.693
H: -3.185 -1.455 -1.665
O: -1.938 3.318 -2.324
C: -1.822 0.050 -1.292
H: -1.889 -1.567 -2.638
O: 0.558 -1.211 3.371
O: 1.477 -4.124 2.074
H: 1.819 3.575 1.337
H: 2.486 2.756 -0.698
O: 0.296 1.890 -3.955
H: -0.155 1.121 -3.594
S: 1.017 -2.647 -1.372
H: 0.573 0.494 0.902
C: 0.531 -0.902 -1.307
H: -0.439 2.810 0.603
O: 2.786 2.369 0.148
H: -2.799 2.911 -2.355
H: 1.908 -2.675 -0.372
H: 1.262 3.807 -2.325
H: -0.380 2.552 -3.845
H: 1.833 -3.338 2.475
H: -0.867 1.467 2.284
O: -1.185 -3.785 2.336
H: -2.304 -4.095 0.115
O: -1.294 2.365 0.534
H: 1.842 3.270 2.775
H: -1.408 0.817 -1.950
H: 2.358 -0.909 0.827
N: -2.498 -0.921 -2.149

As for the energy above the lowest of the compared OMol25 structures with the same formula, charge and spin: 0.284 eV. As for the SMILES: NC[C@@H](CS)NCO.O.O.O.O.O.O.O.O.O.O. As for the total charge: 0. The value obtained for the HOMO energy is -8.97 eV. The value obtained for the LUMO energy is -0.109 eV. Its frontier orbital gap is 8.87 eV.

=====

(7)
C4H32N2O12 | ωB97M-V with the def2-TZVPD basis set

Element x y z (Å)
O: -1.085 -4.289 1.726
H: 3.692 1.452 1.615
C: 1.169 -1.193 -0.206
O: -1.192 2.559 -2.036
H: -3.972 -1.098 0.310
H: 2.253 -1.129 -0.034
H: 2.744 1.892 2.738
H: -1.118 1.433 1.582
H: -1.697 0.660 -2.276
O: -0.813 -1.781 -3.693
C: -0.255 -0.603 1.706
H: 3.257 0.216 4.044
H: 2.015 0.512 -1.862
H: -0.014 -0.616 -1.826
C: -1.028 0.581 2.270
H: 1.174 -1.690 -2.136
O: -1.584 -1.827 -0.054
C: -1.338 -1.574 1.201
O: 2.762 1.104 -2.169
H: 3.633 1.074 -0.630
H: -0.472 1.095 3.084
H: 1.715 2.611 -1.058
O: 1.033 2.978 -0.471
H: -4.325 1.485 -0.434
N: 0.950 -0.847 -1.618
H: 0.343 -1.059 2.513
H: -1.998 -2.026 1.943
H: -1.083 -1.618 -4.589
O: -4.350 -0.342 -0.170
O: 3.677 1.871 2.502
H: 5.010 0.440 -0.233
N: 0.705 -0.134 0.707
H: 0.340 0.670 0.211
H: -1.400 -1.386 -3.012
H: -1.909 2.462 -1.401
O: 2.641 -0.533 4.149
H: -3.665 -0.365 -0.873
H: -1.720 -0.584 -1.187
H: -0.390 -3.622 1.680
O: 4.168 0.733 0.113
H: 1.337 3.842 -0.178
O: -3.738 2.154 -0.811
H: 0.813 -2.197 0.016
H: 2.105 -0.282 3.376
H: -0.341 2.556 -1.554
H: -3.887 2.185 -1.751
H: 2.973 1.013 -3.098
H: -2.035 0.442 2.648
H: -1.041 -4.988 1.071
O: -2.145 -0.156 -1.979

As for the energy above the lowest of the compared OMol25 structures with the same formula, charge and spin: 0.000 eV. Its expectation value of S² is 0.7536. As for the spin multiplicity: 2. As for the total charge: -1. The value obtained for the HOMO energy (alpha / beta) is -1.28 / -4.74 eV. The value obtained for the LUMO energy (alpha / beta) is 2.431 / 2.426 eV. Its frontier orbital gap (alpha / beta) is 3.71 / 7.17 eV.

=====

(8)
C4H32N2O13 | ωB97M-V with the def2-TZVPD basis set

Element x y z (Å)
H: 1.699 2.647 2.211
H: -1.974 0.666 -3.716
H: 2.127 2.386 -1.844
C: -0.272 -1.427 1.736
H: -2.665 -1.565 2.617
H: 2.847 -1.171 0.017
H: -3.480 -1.593 1.352
H: 0.607 0.323 2.150
H: 1.594 -0.139 4.989
H: -1.069 -2.007 1.261
O: -2.638 -2.011 -1.334
O: 2.771 -2.155 0.183
O: -1.607 2.651 -0.874
H: 1.035 1.100 4.377
H: -0.363 -0.012 -0.844
H: -1.599 1.785 -4.645
H: -3.450 0.861 -1.956
H: 1.551 -2.841 -2.580
O: -0.929 -1.397 2.990
N: 1.668 1.534 -1.611
H: -2.204 -1.139 -1.304
H: 1.051 -0.811 -0.375
H: -0.759 2.921 -1.248
C: 1.274 1.310 -0.335
H: 0.683 -1.961 1.713
H: -2.187 0.328 1.172
H: 0.994 -1.157 -3.963
O: 0.839 -0.247 -3.677
O: 0.783 0.131 4.546
O: -2.564 0.497 -2.081
H: -0.272 -1.100 3.653
H: 3.292 -0.585 1.861
N: -1.323 0.849 1.386
C: -0.079 0.063 1.317
H: 0.551 -3.439 -3.602
H: -0.039 0.017 -4.009
O: 1.499 2.284 0.422
H: 1.086 3.347 3.377
O: 3.226 0.191 1.300
O: 1.527 2.513 3.172
O: 1.372 -2.940 -3.523
O: -1.515 0.821 -4.563
C: 0.471 0.085 -0.129
H: -2.031 1.183 -1.569
H: -1.530 2.217 0.020
O: -3.510 -1.223 2.244
H: 1.700 0.816 -2.329
H: 3.708 -2.407 0.192
H: -1.475 1.226 2.311
H: -3.037 -2.249 -2.168
H: 2.619 0.825 1.712

As for the energy above the lowest of the compared OMol25 structures with the same formula, charge and spin: 2.248 eV. As for the SMILES: NC(=O)C[C@@H](N)CO.O.O.O.O.O.O.O.O.O.O.O. As for the total charge: 0. The value obtained for the HOMO energy is -9.58 eV. The value obtained for the LUMO energy is 0.180 eV. Its frontier orbital gap is 9.76 eV.

=====

(9)
C4H32NO13 | ωB97M-V with the def2-TZVPD basis set

Element x y z (Å)
H: -0.560 -1.837 0.780
C: 1.483 -1.842 1.015
O: 3.555 2.873 1.915
N: -0.140 -0.284 2.199
H: -2.608 2.058 0.892
H: 1.382 4.843 0.550
O: -0.852 2.206 -2.445
O: -2.982 0.103 -1.333
H: 3.447 1.629 -1.130
H: 1.687 0.978 -1.890
H: 2.144 -1.414 1.802
H: -3.222 -3.396 0.269
C: 0.052 -1.669 1.627
O: -1.515 -2.424 3.207
H: -1.784 -1.456 2.922
H: 0.718 1.268 0.140
H: -0.456 0.451 1.571
H: -2.202 0.537 -1.819
O: 0.242 2.183 0.121
O: -3.610 1.825 0.904
H: -1.425 1.607 -2.981
O: -2.056 -2.792 -2.498
H: 0.824 -1.954 -1.042
H: -0.035 2.107 -2.865
H: -3.676 0.935 0.585
O: 1.290 -0.049 -0.541
H: 0.540 -2.708 3.511
H: 1.636 -2.945 0.953
H: -0.401 -3.673 2.061
O: 0.754 4.871 1.247
H: 2.214 0.877 -3.286
H: 3.532 2.128 1.188
O: -0.535 -0.179 -2.465
H: 0.669 0.115 2.675
H: -1.128 -3.111 -2.578
H: 0.107 -0.387 -3.102
H: 0.223 4.143 0.927
C: -0.232 -2.719 2.702
H: -0.364 1.912 -0.571
H: 2.719 3.298 1.573
C: 1.617 -1.358 -0.459
H: -0.007 0.325 -1.792
H: -3.006 -3.575 1.836
H: -2.053 -1.855 -2.144
O: 3.618 1.230 -0.205
H: 2.705 0.697 0.037
O: 1.728 1.505 -2.712
H: 2.586 -1.663 -0.916
H: -3.770 0.569 -1.398
O: -2.855 -3.984 0.965

As for the energy above the lowest of the compared OMol25 structures with the same formula, charge and spin: 1.580 eV. As for the total charge: -1. The value obtained for the HOMO energy is -6.26 eV. The value obtained for the LUMO energy is 2.314 eV. Its frontier orbital gap is 8.57 eV.

=====

(10)
C4H32NO14 | ωB97M-V with the def2-TZVPD basis set

Element x y z (Å)
O: 2.492 0.390 -3.519
O: 0.447 -0.049 -1.489
O: -3.037 1.460 -1.990
H: -0.138 3.235 0.140
O: -0.319 -3.053 -3.383
H: -0.639 -2.659 -2.635
H: -2.046 -0.154 0.114
H: -3.083 0.705 -2.664
H: -0.503 -1.274 2.445
H: 0.478 -2.709 -3.615
C: -1.733 1.437 3.397
H: -1.230 2.240 3.919
C: 0.687 0.648 2.940
O: -0.553 -1.699 0.218
H: -2.671 2.059 2.835
H: 2.756 -2.801 0.515
H: -0.136 -3.357 2.378
H: -0.587 1.098 1.313
O: 2.355 -3.337 1.199
O: -0.491 1.774 -2.444
H: 2.232 -0.620 -0.925
H: -1.818 4.378 0.908
H: 1.205 1.406 3.514
N: -1.234 -0.642 2.130
H: -1.938 4.201 -0.618
H: 0.649 -0.026 -0.608
H: 1.430 -2.941 1.309
O: 2.671 -0.966 0.000
H: -0.989 -0.599 -3.375
C: -1.614 -1.085 0.781
H: -2.393 0.819 3.910
H: 0.178 1.041 -1.973
H: 0.080 2.392 -2.928
O: 3.890 -0.664 2.283
O: -1.323 -0.083 -4.007
H: -0.451 -1.256 -0.716
H: -2.478 -1.848 1.024
H: 1.493 0.314 -3.484
H: 2.209 -0.464 0.698
O: 1.175 -0.505 3.001
H: 0.277 2.157 -0.751
H: 4.450 -0.386 1.581
O: 0.459 2.403 0.173
H: -1.017 0.797 -3.994
H: -2.198 1.797 -2.250
H: -0.835 -3.427 1.072
H: 3.554 -1.537 1.985
O: -0.423 -4.019 1.770
H: 2.803 0.215 -2.651
C: -0.783 0.719 2.367
O: -1.310 4.477 0.096

As for the energy above the lowest of the compared OMol25 structures with the same formula, charge and spin: 7.796 eV. As for the total charge: -1. The value obtained for the HOMO energy is -6.32 eV. The value obtained for the LUMO energy is 2.358 eV. Its frontier orbital gap is 8.68 eV.